Entry 1:
Density functional theory data (ωB97M-V with the def2-TZVPD basis set) for a cluster of 14 separate species, C44H112N14O24 in total.

The calculation puts the total energy at -117408.411 eV. For the LUMO energy, the calculation gives -3.1 eV. The gap between HOMO and LUMO is 9.28 eV.

Structure (ORCA input):
```
! wB97M-V def2-TZVPD RIJCOSX def2/J DEFGRID3
* xyz 2 1
C 10.3235 14.6801 24.7906
C 9.5901 15.4091 23.7012
O 8.8190 16.2915 23.8683
N 9.4795 14.5323 22.4167
H 9.3637 15.0851 21.5504
H 10.3950 14.0311 22.3998
C 8.2734 13.6896 22.6180
H 11.3394 14.6431 24.4465
H 9.9324 13.6429 24.8577
H 10.0926 15.2103 25.7204
H 7.4645 14.2424 22.1898
H 8.2239 13.3620 23.6417
H 8.3390 12.8071 21.9607
C 12.3024 14.3441 19.5248
C 12.5231 15.3612 20.5841
O 11.7078 15.9287 21.2141
N 13.9643 15.5303 20.9809
H 14.3904 14.5813 21.1207
H 14.4547 16.0117 20.1426
C 14.1966 16.3417 22.1943
H 13.2328 13.8753 19.2168
H 11.6528 14.7738 18.7192
H 11.6654 13.5633 20.0447
H 13.7560 15.8506 23.0185
H 13.7060 17.2588 21.9340
H 15.2547 16.3921 22.3301
C 12.7881 14.5300 28.4245
C 13.2185 13.1755 27.8680
C 14.7051 13.0667 27.5282
C 15.1058 13.5775 26.1989
N 16.5625 13.4547 25.8406
C 16.5951 13.8758 24.2911
C 16.2221 12.6034 23.5540
C 16.4569 11.4158 24.5917
C 17.0809 12.0733 25.8289
C 17.3871 14.3814 26.7774
H 13.5106 14.8273 29.2198
H 11.8239 14.4981 28.9787
H 12.8471 15.2107 27.5349
H 12.7512 12.8718 26.8678
H 12.9468 12.4158 28.6430
H 14.9532 11.9850 27.5236
H 15.3068 13.4820 28.3130
H 14.9717 14.6185 26.1949
H 14.5653 13.1677 25.4159
H 17.6189 14.2007 24.1064
H 15.9343 14.7848 24.1483
H 16.8320 12.4835 22.6636
H 15.2115 12.6780 23.2454
H 17.0739 10.5655 24.2770
H 15.4888 10.9461 24.7622
H 18.1103 12.2252 25.6413
H 16.9440 11.6265 26.8280
H 17.5039 13.9053 27.7326
H 16.8112 15.3259 26.9687
H 18.3217 14.5218 26.2409
C 8.3650 14.8650 11.5000
C 9.2544 14.0516 12.5060
C 10.3831 14.8368 13.1949
C 11.0150 13.9086 14.2461
N 12.3860 14.3708 14.8867
C 13.4146 14.3035 13.7928
C 14.6226 13.8131 14.4940
C 14.0816 12.6483 15.3477
C 12.8378 13.4034 15.9432
C 12.3053 15.6816 15.5436
H 8.9677 15.2916 10.7246
H 7.9928 15.7287 12.0542
H 7.6001 14.2125 11.1282
H 9.6036 13.0907 12.0404
H 8.6204 13.7358 13.3478
H 9.9438 15.7341 13.5825
H 11.0254 15.0034 12.3030
H 11.2367 12.8585 14.0089
H 10.2431 13.8337 15.0488
H 13.6261 15.2601 13.3131
H 12.9859 13.5814 13.1018
H 15.0138 14.6082 15.2067
H 15.3636 13.5873 13.8039
H 14.7101 12.3271 16.1407
H 13.6676 11.8894 14.7065
H 13.1932 14.0568 16.7337
H 12.0194 12.8153 16.4303
H 11.9888 16.4805 14.8620
H 13.2606 15.9785 15.9428
H 11.5910 15.6372 16.3870
C 17.5547 20.8768 18.2079
N 18.3914 19.6047 18.2706
C 18.6600 19.2264 16.7918
C 19.5919 19.8270 19.1443
C 17.4412 18.5194 18.8144
C 18.1354 17.1548 18.8455
O 17.8271 16.6239 17.5297
H 18.1814 21.5798 17.6830
H 17.1191 21.1551 19.1398
H 16.6048 20.6367 17.6023
H 19.4374 18.4610 16.6957
H 19.0231 20.1417 16.3882
H 17.7437 18.9394 16.3457
H 20.2777 20.6113 18.7321
H 20.0767 18.8453 19.3055
H 19.1877 20.2971 20.0629
H 16.6070 18.5206 18.1200
H 17.1777 18.8183 19.8051
H 17.6592 16.5301 19.6478
H 19.2446 17.3429 18.9140
H 17.5049 15.7342 17.7824
C 13.4942 8.8239 21.5379
N 12.2464 9.3391 20.8702
C 11.8099 8.5805 19.6438
C 11.0648 9.2786 21.8265
C 12.4548 10.7921 20.4634
C 13.4372 10.9898 19.3211
O 14.7389 10.5462 19.5932
H 13.5204 9.5571 22.3775
H 14.4049 8.8521 20.9500
H 13.2969 7.7990 21.8757
H 10.8979 9.0084 19.2432
H 11.6715 7.5489 19.9546
H 12.5626 8.5945 18.8527
H 10.0469 9.2016 21.4479
H 11.1083 10.0576 22.5626
H 11.1280 8.3386 22.3881
H 12.8451 11.1819 21.4268
H 11.4715 11.1893 20.1717
H 13.4109 12.0585 19.0339
H 13.0522 10.4780 18.4669
H 15.2900 11.2838 19.9283
C 10.1474 20.8827 18.9029
N 10.2319 19.4343 18.5052
C 11.0841 19.1395 17.2640
C 10.6837 18.5336 19.6438
C 8.8171 18.9269 18.1905
C 8.0856 19.6133 17.0787
O 8.1423 18.9507 15.8821
H 9.9871 21.4147 17.9913
H 11.1266 21.1238 19.3032
H 9.3629 21.0732 19.6703
H 10.6267 19.7975 16.5115
H 10.8918 18.0915 17.1001
H 12.1185 19.3595 17.4180
H 10.4683 17.4953 19.3801
H 10.1383 18.8930 20.5162
H 11.7825 18.5967 19.7902
H 8.2618 19.1026 19.1087
H 8.8008 17.8880 17.9869
H 8.4053 20.6732 16.8860
H 7.0953 19.7215 17.4578
H 7.5086 18.2311 15.8403
C 16.7607 21.6188 22.8853
N 16.2258 20.4818 23.6454
C 16.3971 20.6796 25.1150
C 14.7914 20.4363 23.4242
C 16.8458 19.2090 23.1580
C 18.2782 18.9901 23.5377
O 19.1639 19.8908 22.7711
H 16.2080 22.4641 23.3137
H 16.4542 21.5640 21.8973
H 17.8016 21.6751 23.0097
H 17.4581 20.5822 25.3390
H 15.7222 20.0114 25.6032
H 16.0728 21.7192 25.2869
H 14.3523 21.3444 23.8144
H 14.2776 19.6158 23.9313
H 14.5971 20.3952 22.3393
H 16.6529 19.2241 22.0536
H 16.3163 18.3445 23.4854
H 18.4055 17.9351 23.2148
H 18.4456 19.0124 24.6025
H 20.0054 19.4304 22.5831
N 15.8296 13.9143 19.2092
O 15.1148 14.4081 18.3342
O 15.2597 13.3305 20.1673
O 16.9991 14.0243 19.2355
N 12.2631 12.6578 23.3025
O 11.0350 12.2942 23.1717
O 12.6411 13.7309 22.8243
O 13.0799 11.9312 23.8842
N 13.9919 17.2827 18.2997
O 14.8863 17.2266 19.2176
O 12.9155 16.7111 18.5759
O 14.2274 17.8517 17.2423
N 9.4651 13.9960 18.5834
O 8.8394 14.0484 19.7131
O 9.7740 15.0406 17.9956
O 9.8265 12.8886 18.1626
N 14.5943 16.9821 25.5391
O 15.6745 16.5109 25.0297
O 13.6233 16.2386 25.7084
O 14.5166 18.2228 25.7606
N 14.4670 20.5737 19.6721
O 14.4928 20.9491 18.4907
O 13.4180 20.1980 20.2793
O 15.5409 20.5564 20.3120
*
```

Atomic partial charges in e from the Löwdin method, atoms 1 to 6: C 0.028; C -0.376; O 0.173; N 0.058; H 0.137; H 0.106

Entry 2:
Density functional theory data (ωB97M-V with the def2-TZVPD basis set) for a structure of composition C44H114BeN2O15.

The calculation puts the total energy at -81550.005 eV. For the LUMO energy (spin up / spin down), the calculation gives -6.5 / -6.5 eV. The gap between HOMO and LUMO (spin up / spin down) is 3.91 / 4.18 eV.

Structure (ORCA input):
```
! wB97M-V def2-TZVPD RIJCOSX def2/J DEFGRID3
* xyz 1 2
Be -4.3177 -2.8895 2.5636
C 3.2579 -2.6580 -1.7582
C 4.0363 -3.2873 -2.9738
C 4.6193 -4.6039 -2.3280
C 3.8871 -5.9493 -2.1670
C 3.0878 -6.2273 -3.4956
C 2.3205 -4.9940 -4.0983
N 3.1532 -3.6975 -4.0837
O 3.1021 -2.8019 -5.2431
C 1.0229 -4.7303 -3.2440
C 1.9268 -5.4692 -5.5205
C 5.2900 -2.3879 -3.3945
H 2.5161 -3.3047 -1.2895
H 2.5282 -1.9445 -2.1410
H 3.7836 -2.0214 -1.0465
H 4.7899 -4.3896 -1.2730
H 5.6563 -4.7851 -2.6106
H 3.1041 -5.8919 -1.4108
H 4.5307 -6.8238 -2.0714
H 2.3627 -7.0383 -3.4266
H 3.9588 -6.5180 -4.0828
H 0.1896 -5.4159 -3.3977
H 0.8281 -3.6692 -3.3997
H 1.3323 -4.8947 -2.2119
H 1.3031 -4.7683 -6.0753
H 1.4323 -6.4393 -5.4716
H 2.8119 -5.6484 -6.1309
H 4.9361 -1.4098 -3.7202
H 5.8338 -2.8974 -4.1900
H 6.0976 -2.2057 -2.6855
C -1.3363 1.8954 0.8113
C -1.3329 0.3488 0.5121
C -0.0559 0.0507 -0.3014
C 1.2704 0.0465 0.5786
C 1.0554 -0.8446 1.8537
C -0.2382 -0.5892 2.6935
N -1.4424 -0.5042 1.7259
O -2.7003 -0.6679 2.3358
C -0.0291 0.7522 3.4308
C -0.3090 -1.8119 3.7103
C -2.5505 0.0584 -0.5183
H -0.3211 2.2092 1.0543
H -1.9868 2.0124 1.6781
H -1.7203 2.5132 -0.0005
H 0.1958 0.9120 -0.9202
H -0.1758 -0.8418 -0.9156
H 1.7282 1.0134 0.7873
H 1.9706 -0.5184 -0.0368
H 1.8518 -0.7123 2.5861
H 1.1009 -1.9141 1.6484
H -0.9615 1.2225 3.7433
H 0.6591 1.4889 3.0166
H 0.3227 0.4818 4.4263
H -0.6142 -2.6989 3.1553
H -1.1494 -1.7226 4.3987
H 0.6334 -2.0591 4.1992
H -3.5114 0.2548 -0.0427
H -2.5960 -1.0175 -0.6871
H -2.5766 0.6221 -1.4508
C -2.0293 -5.0351 -0.5685
C -1.2241 -3.9393 0.1618
O -2.0754 -3.0380 0.8806
H -2.8466 -5.4342 0.0320
H -1.4817 -5.9714 -0.6755
H -2.5289 -4.6899 -1.4736
H -0.5372 -3.4284 -0.5129
H -0.5214 -4.4558 0.8157
H -1.7331 -2.1858 1.1601
C -4.3181 2.5242 -2.7036
C -4.5717 3.7987 -3.5652
O -3.4357 3.8134 -4.4687
H -4.0642 1.6890 -3.3563
H -5.1674 2.2358 -2.0843
H -3.5314 2.6906 -1.9678
H -4.6400 4.7424 -3.0241
H -5.4888 3.7338 -4.1506
H -3.6555 3.1393 -5.1159
C -3.7857 1.7687 4.9619
C -5.1091 1.3109 5.5246
O -5.9310 1.2228 4.3987
H -3.8111 2.6931 4.3849
H -3.3469 0.9704 4.3633
H -3.1664 1.8987 5.8494
H -5.7183 1.9783 6.1342
H -4.8733 0.4061 6.0847
H -6.2804 2.1158 4.3529
C 2.2828 1.3042 7.9329
C 0.7598 1.4989 7.8535
O 0.2705 0.4317 8.5154
H 2.5473 0.2842 7.6542
H 2.6892 1.2970 8.9443
H 2.7647 2.0763 7.3331
H 0.2472 1.5434 6.8926
H 0.6056 2.4125 8.4278
H -0.2412 -0.1574 7.9561
O -3.5974 -2.9960 5.2427
H -2.9599 -2.6408 5.8620
H -4.3171 -3.3077 5.7914
O -5.5284 -1.1846 1.0762
H -6.2544 -1.3862 0.4858
H -5.3364 -0.2610 0.9138
O -4.8891 1.3751 1.9399
H -5.1665 1.1841 2.8359
H -3.9900 1.0501 1.8926
C 2.9846 3.5978 0.1174
C 4.2506 4.1308 -0.5534
C 3.9463 5.1114 -1.7020
O 4.9090 4.8510 0.5108
H 2.4494 3.0016 -0.6215
H 2.2699 4.2276 0.6472
H 3.2892 2.8565 0.8561
H 4.9013 3.3086 -0.8511
H 3.0668 5.7408 -1.5659
H 3.8299 4.5896 -2.6518
H 4.7581 5.8304 -1.8123
H 4.2757 5.4462 0.9186
C 6.5912 -2.3186 1.4019
C 5.9663 -1.2471 2.3313
C 4.9056 -1.7170 3.3294
O 6.9440 -0.7520 3.0886
H 6.5232 -3.3519 1.7420
H 7.6326 -2.1314 1.1400
H 6.0446 -2.3052 0.4590
H 5.5886 -0.3913 1.7717
H 4.8692 -1.0460 4.1876
H 5.1097 -2.6769 3.8037
H 3.9905 -1.9770 2.7975
H 6.5905 0.1255 3.2515
C -1.4661 -1.8245 -4.9969
C -0.7451 -0.5071 -5.3401
C -0.2300 0.2405 -4.0512
O 0.3542 -0.7005 -6.2112
H -0.8066 -2.5476 -4.5170
H -1.8862 -2.4233 -5.8050
H -2.2863 -1.7580 -4.2822
H -1.3929 0.1991 -5.8594
H -1.0429 0.5692 -3.4037
H 0.2521 1.1934 -4.2696
H 0.4416 -0.3030 -3.3867
H 1.0722 -0.6866 -5.5740
C -4.7714 -1.9746 -3.2993
C -6.2325 -1.4802 -3.3131
C -6.9733 -1.9442 -4.5600
O -6.8694 -2.0123 -2.1961
H -4.4237 -1.5940 -4.2597
H -4.7478 -3.0604 -3.3916
H -4.1114 -1.5639 -2.5353
H -6.2914 -0.3968 -3.2084
H -7.0925 -3.0244 -4.6445
H -6.3273 -1.6200 -5.3759
H -7.8862 -1.3870 -4.7702
H -6.6860 -2.9517 -2.1221
C 2.4442 5.0077 5.6817
C 2.0677 5.1156 4.2121
C 0.6842 4.4400 3.9551
O 1.8740 6.4534 3.8800
H 1.5857 5.4424 6.1937
H 3.3504 5.5987 5.8144
H 2.4535 4.0365 6.1765
H 2.9049 4.8124 3.5834
H 0.7268 3.3945 4.2604
H 0.4057 4.5957 2.9128
H -0.1460 4.8827 4.5054
H 2.1301 7.0253 4.6072
C 0.4834 6.2111 -3.4631
C -0.5605 5.1281 -3.8829
C -0.4813 3.8277 -3.0796
O -1.7967 5.6932 -3.4882
H 0.3195 7.0747 -4.1075
H 1.4724 5.7543 -3.5001
H 0.2431 6.4082 -2.4183
H -0.5165 4.9893 -4.9631
H -1.1533 3.0748 -3.4913
H -0.7679 3.8601 -2.0284
H 0.5625 3.5466 -2.9394
H -2.4006 4.9856 -3.7255
*
```

Atomic partial charges in e from the Löwdin method, atoms 1 to 6: Be 0.948; C -0.044; C -0.417; C -0.145; C -0.164; C -0.139

Q: Which of these has the highest total energy?
A: C44H114BeN2O15

Q: Among the records above, which one has the highest total energy?
A: C44H114BeN2O15

Q: Look up the total energy of the second one.
A: -81550.005 eV